(1)
{
  "formula": "C6H14O2",
  "method": "ωB97M-V/def2-TZVPD",
  "species": ["O", "O", "C", "C", "C", "C", "C", "C", "H", "H", "H", "H", "H", "H", "H", "H", "H", "H", "H", "H", "H", "H"],
  "positions_angstrom": [[1.58277, 1.29134, -1.32264], [0.16498, -0.06180, 0.55968], [-2.09469, -0.16099, -0.12926], [-0.21264, -0.62504, -1.49807], [1.21223, 0.11482, 2.57730], [-0.01626, -0.62349, 1.97421], [-0.87047, -0.85193, -0.14728], [0.26246, 0.79381, -1.97070], [0.01811, -1.79381, 1.88638], [-0.54537, 1.56262, -2.23990], [-2.52216, 0.82666, 1.01640], [-1.00030, -0.25514, 2.10417], [0.82961, 1.32012, 2.10028], [-2.81225, -1.27300, -0.30875], [-2.15447, 0.71130, -1.77011], [0.56567, 0.61078, -3.14275], [0.74565, -1.22306, -1.53264], [1.96952, -0.44233, 2.21864], [-0.69548, -0.96521, -2.43024], [1.49435, 1.25233, -0.42017], [-0.91197, -2.02985, 0.14853], [1.35332, -0.02076, 3.63678]],
  "forces_ev_per_angstrom": [[-2.53, -0.37, -5.10], [-1.71, -3.64, 2.41], [-6.70, 0.80, -0.86], [2.20, -0.82, -2.96], [-5.57, 3.11, 0.20], [2.54, 0.21, -2.34], [4.76, 0.28, -0.91], [2.17, 0.04, -2.35], [0.14, 2.24, 0.55], [1.11, -0.55, 1.64], [1.33, -3.30, -3.64], [-0.93, -0.01, 1.57], [2.39, -3.59, 1.96], [0.76, 4.18, 0.56], [-0.41, -1.61, 3.83], [-0.13, 0.16, 2.97], [-0.82, 0.51, 0.33], [3.16, -0.71, -2.17], [-0.77, -0.30, 0.78], [-0.76, -0.35, 3.38], [0.29, 2.92, -0.55], [-0.54, 0.80, 0.69]],
  "relative_energy_kj_mol": 1096.7,
  "homo_lumo_gap_ev": 9.5,
  "fmax_ev_per_a": 6.80,
  "homo_ev": -9.51,
  "total_energy_ha": -387.089786
}



(2)
{
  "formula": "C7H8Cl3NSi",
  "method": "ωB97M-V/def2-TZVPD",
  "species": ["Cl", "Cl", "Cl", "Si", "N", "C", "C", "C", "C", "C", "C", "C", "H", "H", "H", "H", "H", "H", "H", "H"],
  "positions_angstrom": [[3.70181, -2.30023, 0.80516], [3.88861, -0.26880, -1.85091], [4.37897, 1.14965, 1.05754], [3.39201, -0.34184, 0.16065], [0.45940, 2.13532, 0.03687], [-1.11148, -2.13974, 1.14498], [-1.73494, 0.75817, -0.58435], [-0.64008, 0.04703, -0.08066], [0.42836, 0.86464, 0.02404], [-0.56707, -1.45173, -0.12465], [-1.71551, 2.15906, -0.71503], [-0.55606, 2.83555, -0.41372], [-2.25819, -2.09928, 1.13304], [-0.69065, -1.50274, 2.01906], [-0.61787, -3.14869, 1.21931], [0.48050, -1.61995, -0.21447], [-2.52819, 2.61338, -1.28638], [-1.01293, -1.91144, -0.97544], [-2.73084, 0.27597, -0.82324], [-0.56585, 3.94571, -0.53178]],
  "forces_ev_per_angstrom": [[0.19, 0.61, 0.01], [0.04, -0.11, 0.30], [0.61, 0.29, 0.55], [-2.02, -0.33, -0.92], [1.67, 0.29, -0.25], [0.61, 1.12, 0.90], [-1.89, 0.49, 0.47], [-1.76, -0.98, -2.13], [2.20, 0.36, 1.43], [0.00, 0.20, 1.38], [-0.43, -1.20, -1.23], [-1.46, 1.32, -0.10], [1.76, -0.46, 0.32], [-1.01, -1.23, -1.08], [-1.14, 0.77, 0.05], [0.99, -0.58, 0.06], [0.12, 0.17, 0.64], [-0.56, 0.12, -0.91], [1.46, 0.18, 0.19], [0.65, -1.02, 0.33]],
  "relative_energy_kj_mol": 365.7,
  "homo_lumo_gap_ev": [7.3, 7.8],
  "fmax_ev_per_a": 2.94,
  "homo_ev": [-8.33, -8.04],
  "total_energy_ha": -1996.376680
}



(3)
{
  "formula": "H4N3O",
  "method": "ωB97M-V/def2-TZVPD",
  "species": ["O", "N", "N", "N", "H", "H", "H", "H"],
  "positions_angstrom": [[2.32025, -0.47922, 0.11656], [-0.89217, 1.16867, 0.70078], [0.02494, 0.24174, 0.37152], [-0.24015, -1.00776, 0.16619], [-0.60009, 2.16388, 0.61252], [3.46909, 0.36767, 0.47368], [-1.16848, -1.32162, 0.46656], [1.69374, 0.38753, 0.58413]],
  "forces_ev_per_angstrom": [[4.27, 6.58, 3.34], [-0.56, -1.96, -0.21], [-1.91, 2.06, -0.06], [0.99, 1.09, 0.87], [1.09, -1.35, 0.06], [-3.94, -3.46, -1.52], [-0.72, 0.91, -0.09], [0.78, -3.86, -2.39]],
  "relative_energy_kj_mol": 389.9,
  "homo_lumo_gap_ev": 7.2,
  "fmax_ev_per_a": 8.52,
  "charge": -1,
  "homo_ev": -2.96,
  "total_energy_ha": -241.719676
}



(4)
{
  "formula": "C23H47B4F16N7O",
  "method": "ωB97M-V/def2-TZVPD",
  "species": ["F", "F", "F", "F", "F", "F", "F", "F", "F", "F", "F", "F", "F", "F", "F", "F", "O", "N", "N", "N", "N", "N", "N", "N", "C", "C", "C", "C", "C", "C", "C", "C", "C", "C", "C", "C", "C", "C", "C", "C", "C", "C", "C", "C", "C", "C", "C", "B", "B", "B", "B", "H", "H", "H", "H", "H", "H", "H", "H", "H", "H", "H", "H", "H", "H", "H", "H", "H", "H", "H", "H", "H", "H", "H", "H", "H", "H", "H", "H", "H", "H", "H", "H", "H", "H", "H", "H", "H", "H", "H", "H", "H", "H", "H", "H", "H", "H", "H"],
  "positions_angstrom": [[-15.29866, 15.37171, -5.49293], [-19.06347, 10.87329, -2.52876], [-16.73252, 16.32887, -4.27542], [-14.82508, 16.06625, 3.33428], [-14.37580, 13.96616, 2.37602], [-19.55975, 13.03482, -1.85869], [-16.00135, 8.95961, 1.46539], [-19.48109, 12.35319, -4.10876], [-21.07135, 11.75340, -2.63782], [-15.14450, 9.30750, -0.52748], [-12.78128, 15.34309, 3.18892], [-13.96706, 9.99454, 1.24808], [-15.94896, 17.31260, -6.01206], [-14.21510, 7.73408, 0.88037], [-13.76359, 15.85307, 1.37359], [-14.52183, 16.99037, -4.05053], [-18.85798, 19.21503, -0.57073], [-16.22323, 12.63579, -0.77684], [-15.88798, 12.75054, -3.01961], [-15.75674, 18.97964, -0.57412], [-21.25234, 11.49724, 1.68876], [-21.29621, 13.56345, 1.03581], [-12.31933, 12.71489, -1.15916], [-12.17328, 12.63088, -3.44924], [-12.07089, 13.40733, -2.31574], [-21.19671, 10.06275, 1.66023], [-16.62591, 12.23383, 0.50964], [-15.57452, 19.12446, 0.92474], [-16.72701, 20.07000, -1.01510], [-16.04890, 12.42306, -4.46282], [-17.39341, 13.25267, 1.32153], [-15.59766, 13.90645, -1.04009], [-16.27274, 17.61134, -1.02206], [-20.98638, 12.28814, 2.77358], [-18.05162, 20.25595, -0.14374], [-11.37010, 12.15973, 1.17892], [-21.08648, 13.57666, 2.39367], [-12.19759, 13.15738, 0.28371], [-19.79631, 9.59756, 1.23098], [-12.56760, 11.41861, -1.57670], [-11.79779, 12.93735, -4.74500], [-15.53063, 13.97722, -2.50591], [-14.38582, 19.14011, -1.29118], [-21.23409, 12.30765, 0.63738], [-16.42573, 11.98200, -1.96711], [-21.55343, 14.71341, 0.20290], [-12.44343, 11.41438, -2.94134], [-13.99366, 15.25479, 2.59300], [-14.74891, 8.99670, 0.74128], [-15.56296, 16.58405, -4.91725], [-19.78231, 12.03968, -2.81766], [-19.54629, 9.91057, 0.21727], [-21.87191, 9.61073, 0.93368], [-21.78119, 15.57439, 0.83133], [-10.84918, 13.46451, -4.84669], [-15.55654, 14.57946, -0.19643], [-11.79789, 11.15919, 1.24235], [-16.47258, 18.75833, 1.42227], [-13.14334, 13.36998, 0.78216], [-16.28635, 17.48846, -2.10503], [-19.66516, 8.51750, 1.16484], [-20.60438, 14.96209, -0.27204], [-13.85453, 18.25218, -0.94853], [-15.22970, 20.12262, 1.19466], [-17.68120, 12.97340, 2.33508], [-17.25783, 17.44562, -0.58592], [-16.99988, 19.93496, -2.06172], [-11.49471, 12.48476, 2.21184], [-11.31522, 12.10492, -5.25713], [-18.30757, 13.60811, 0.84605], [-18.96174, 9.97706, 1.82054], [-12.67871, 10.63421, -3.65013], [-12.62737, 13.26260, -5.37279], [-13.85830, 20.06390, -1.05362], [-16.31683, 13.34347, -4.98163], [-14.59570, 19.05059, -2.35703], [-11.71673, 14.13240, 0.20488], [-20.98130, 14.52814, 2.89370], [-12.88423, 10.69605, -0.83910], [-19.53641, 18.97384, 0.06422], [-17.17125, 11.29091, 0.54978], [-16.20014, 21.01940, -0.91944], [-18.54822, 21.08124, -0.65402], [-16.78172, 11.61635, -4.47981], [-14.77119, 18.43332, 1.17987], [-15.68666, 11.91804, 0.96370], [-21.37979, 9.76284, 2.69204], [-15.05214, 12.02859, -4.66027], [-18.07385, 20.29339, 0.94539], [-21.34621, 11.93231, -0.36908], [-15.47672, 14.88406, -3.08997], [-20.86620, 11.84667, 3.75187], [-10.33036, 11.95097, 0.92701], [-15.53303, 16.87725, -0.70259], [-16.94018, 11.03327, -2.00772], [-16.78830, 14.11773, 1.59284], [-22.22401, 14.52552, -0.63563], [-12.00460, 14.48186, -2.22986]],
  "forces_ev_per_angstrom": [[2.22, -2.73, -0.37], [1.03, -0.66, 0.79], [-1.85, 0.38, 3.06], [-1.79, 0.09, 0.33], [-1.07, -1.37, 0.08], [1.27, 1.12, 0.61], [-0.06, 0.37, 0.47], [0.35, 1.03, -0.84], [-3.62, -0.84, 0.08], [0.29, 0.46, -2.21], [2.23, -0.81, 1.51], [1.25, 1.04, 0.35], [0.83, 2.62, -0.56], [0.84, -0.19, -0.36], [-0.66, 1.04, -2.92], [-0.28, 0.49, -0.14], [-1.13, -2.39, -0.16], [0.57, 1.66, -4.91], [-2.48, -0.31, 3.10], [-0.05, 1.02, -0.83], [1.29, 1.41, -0.46], [0.19, -0.42, 0.11], [0.29, -0.49, -2.50], [0.35, 1.20, 5.71], [-0.53, 0.72, 1.34], [1.72, -1.36, -0.03], [0.16, -1.76, 2.46], [0.71, -1.55, -0.65], [-0.21, 0.84, 1.68], [0.60, -0.31, 1.72], [0.12, 1.28, 0.53], [-1.80, -2.22, -3.69], [0.45, -0.12, 0.72], [-0.79, -0.42, 1.55], [0.42, -0.33, -2.36], [-0.96, -0.17, -0.33], [0.15, 0.65, -0.10], [1.29, -0.22, 0.08], [0.77, -0.04, -0.51], [-0.13, 0.61, -0.15], [1.41, -0.06, -3.24], [-0.04, -0.23, 4.27], [-1.26, -0.70, 0.37], [-1.84, -0.96, -1.20], [1.68, 2.29, 0.62], [1.54, 0.79, -0.74], [-1.26, -2.57, -0.04], [1.03, 1.29, 0.58], [-2.40, -1.24, 1.49], [-0.75, -0.67, -1.62], [0.96, -0.59, -0.05], [-0.37, 0.30, -0.24], [-0.53, 0.46, 0.39], [-0.56, -0.29, -0.09], [-0.63, 1.49, 0.64], [0.48, 0.26, -0.40], [-0.57, 0.04, -0.45], [0.10, 0.41, 0.01], [-0.29, -0.46, -0.57], [-0.24, 0.67, -0.12], [-0.40, -0.06, 0.41], [0.09, 0.05, -0.19], [0.36, 0.26, -0.16], [-0.50, 0.05, -0.22], [0.08, -1.00, -0.16], [0.25, 0.00, -0.09], [-0.10, -0.26, 0.18], [0.36, 0.45, -0.10], [-0.96, -1.12, 0.26], [0.02, -0.10, -0.40], [-0.24, 0.03, 0.46], [0.25, -0.28, 0.31], [0.27, 0.50, 0.13], [-0.37, -0.05, 0.24], [0.08, -0.33, -0.19], [0.16, 0.05, 0.03], [0.18, -0.06, 0.19], [-0.07, -0.34, 0.24], [0.06, -0.36, -0.28], [-0.02, 0.17, 0.05], [-0.09, -0.04, -0.92], [0.31, -0.06, -0.11], [0.59, 1.14, 0.78], [-0.09, 0.29, -0.46], [-0.03, -0.14, 0.20], [-0.03, 0.29, 0.78], [-0.38, -0.32, -0.24], [-0.18, 0.08, -1.04], [0.85, 0.54, -0.15], [0.07, 0.32, -0.34], [0.57, -0.30, -0.28], [0.06, 0.17, -0.08], [0.07, 0.77, -0.18], [-0.16, 0.02, 0.49], [0.19, -0.02, -0.37], [0.19, 0.24, -0.47], [-0.33, -0.12, 0.55], [0.43, -0.01, -0.62]],
  "relative_energy_kj_mol": 10.1,
  "homo_lumo_gap_ev": 8.8,
  "fmax_ev_per_a": 5.84,
  "homo_ev": -9.41,
  "total_energy_ha": -3061.123584
}